DFT (wB97M-V/def2-TZVPD) results for a single C22H27N5OS molecule.

Last columns: bonded neighbours and bond lengths (Å).
Atoms and positions in Å:
1 S 0.8474 -1.9815 -1.6190  C21 1.734, C28 1.749
2 O -0.2073 1.5578 -2.2436  C19 1.220
3 N 3.0152 -3.2500 -0.6713  C21 1.325, C22 1.316
4 N -1.6552 0.1724 -1.2171  C13 1.450, C19 1.352, C20 1.448
5 N -4.2981 -0.1723 -0.1198  C8 1.378, C18 1.447, C23 1.444
6 N 5.0050 0.2110 0.2408  C10 1.457, C24 1.451, C27 1.358
7 N 4.7242 -2.0560 0.4167  C22 1.316, C27 1.338
8 C -5.6231 -0.3589 0.2075  N5 1.378, C16 1.399, C17 1.400
9 C 1.8502 0.1699 -0.5337  C12 1.496, C26 1.431, C28 1.364
10 C 6.2907 -0.0161 0.8876  N6 1.457, C25 1.524, H35 1.090, H43 1.094
11 C -8.3127 -0.7241 0.9241  C14 1.384, C29 1.384, H30 1.079
12 C 1.8819 1.5242 0.0999  C9 1.496, H36 1.089, H42 1.089, H53 1.086
13 C -2.7783 0.9932 -1.6277  N4 1.450, C18 1.524, H45 1.093, H55 1.096
14 C -7.7089 0.5136 1.0664  C11 1.384, C17 1.380, H54 1.081
15 C 5.1094 2.6822 -0.0058  C24 1.526, H38 1.086, H49 1.087, H50 1.087
16 C -6.2443 -1.6053 0.0700  C8 1.399, C29 1.381, H40 1.078
17 C -6.3850 0.6975 0.7217  C8 1.400, C14 1.380, H39 1.079
18 C -3.7848 1.1286 -0.4908  N5 1.447, C13 1.524, H32 1.093, H33 1.100
19 C -0.4104 0.5533 -1.5810  O2 1.220, N4 1.352, C28 1.486
20 C -1.9694 -0.8666 -0.2584  N4 1.448, C23 1.526, H34 1.099, H56 1.090
21 C 2.3978 -2.0909 -0.8497  S1 1.734, N3 1.325, C26 1.409
22 C 4.1125 -3.1620 0.0504  N3 1.316, N7 1.316, H51 1.081
23 C -3.4282 -1.2885 -0.4065  N5 1.444, C20 1.526, H41 1.093, H47 1.101
24 C 4.9547 1.3253 -0.6871  N6 1.451, C15 1.526, H31 1.088, H44 1.100
25 C 6.1443 0.0339 2.4039  C10 1.524, H37 1.088, H46 1.087, H52 1.086
26 C 2.8582 -0.8372 -0.4006  C9 1.431, C21 1.409, C27 1.426
27 C 4.1975 -0.8703 0.0892  N6 1.358, N7 1.338, C26 1.426
28 C 0.7317 -0.2981 -1.1584  S1 1.749, C9 1.364, C19 1.486
29 C -7.5670 -1.7791 0.4283  C11 1.384, C16 1.381, H48 1.081
30 H -9.3472 -0.8643 1.1976  C11 1.079
31 H 4.0166 1.2824 -1.2364  C24 1.088
32 H -4.6063 1.7646 -0.8298  C18 1.093
33 H -3.3017 1.6191 0.3677  C18 1.100
34 H -1.8022 -0.4996 0.7639  C20 1.099
35 H 6.9867 0.7523 0.5509  C10 1.090
36 H 2.1118 2.2997 -0.6287  C12 1.089
37 H 5.7440 0.9946 2.7197  C25 1.088
38 H 4.3676 2.8188 0.7750  C15 1.086
39 H -5.9348 1.6665 0.8722  C17 1.079
40 H -5.7007 -2.4446 -0.3339  C16 1.078
41 H -3.6290 -2.0879 0.3120  C23 1.093
42 H 0.9016 1.7555 0.5130  C12 1.089
43 H 6.6752 -0.9964 0.5927  C10 1.094
44 H 5.7685 1.2055 -1.4179  C24 1.100
45 H -2.3860 1.9707 -1.9189  C13 1.093
46 H 7.1116 -0.1151 2.8757  C25 1.087
47 H -3.5853 -1.6889 -1.4203  C23 1.101
48 H -8.0216 -2.7520 0.3081  C29 1.081
49 H 6.0952 2.7891 0.4391  C15 1.087
50 H 4.9829 3.4697 -0.7440  C15 1.087
51 H 4.5870 -4.0918 0.3330  C22 1.081
52 H 5.4714 -0.7531 2.7327  C25 1.086
53 H 2.6140 1.5428 0.9017  C12 1.086
54 H -8.2725 1.3473 1.4601  C14 1.081
55 H -3.2646 0.5444 -2.5019  C13 1.096
56 H -1.3306 -1.7353 -0.4194  C20 1.090

## Properties
**SMILES string**: CCN(CC)c1ncnc2sc(C(=O)N3CCN(c4ccccc4)CC3)c(C)c12
**Molecular weight**: 409.559 Da
**Orbital gap**: 8.185 eV
**Strongest force on any atom**: 0.014 hartree/bohr
**Electronic energy**: -1601.75985 Eh